{"formula": "C52H143MgN11O15", "method": "wB97M-V/def2-TZVPD", "gap_ev": 8.34, "e_homo_ev": -8.188, "max_force_ev_per_a": 4.19, "elements": ["H", "H", "C", "H", "H", "C", "C", "H", "H", "C", "H", "C", "H", "H", "H", "N", "C", "C", "C", "H", "H", "H", "O", "H", "C", "H", "H", "O", "H", "H", "O", "H", "H", "C", "H", "H", "H", "H", "H", "C", "H", "H", "H", "H", "H", "H", "H", "H", "C", "H", "H", "H", "H", "C", "H", "H", "H", "N", "H", "H", "H", "C", "C", "H", "H", "H", "N", "H", "H", "H", "C", "H", "H", "C", "H", "C", "H", "N", "H", "N", "C", "H", "H", "C", "H", "H", "H", "C", "H", "H", "C", "H", "H", "H", "H", "H", "C", "H", "C", "H", "O", "H", "H", "H", "C", "H", "C", "C", "H", "H", "O", "H", "H", "C", "C", "H", "H", "C", "C", "O", "C", "O", "H", "C", "H", "H", "C", "H", "H", "H", "H", "H", "H", "H", "H", "C", "H", "H", "H", "O", "C", "H", "H", "C", "H", "H", "H", "N", "H", "N", "O", "H", "H", "H", "H", "H", "H", "H", "H", "H", "H", "H", "H", "H", "C", "H", "O", "H", "N", "H", "H", "N", "C", "C", "C", "H", "H", "H", "H", "C", "O", "H", "C", "H", "H", "N", "H", "Mg", "C", "O", "H", "H", "O", "C", "C", "C", "H", "H", "C", "H", "H", "H", "O", "H", "H", "H", "H", "N", "H", "H", "H", "H", "H", "H", "C", "C", "H", "C", "H", "O", "C", "H"], "coordinates": [[-5.469452, 21.805038, 11.119592], [2.828491, 18.485040, 5.639697], [5.007974, 17.122956, 3.835966], [-1.733503, 17.937685, 3.895594], [0.353406, 16.673811, 17.622898], [-0.468666, 16.479130, 18.311666], [-2.102056, 16.959320, 16.312357], [6.498027, 16.259391, 8.830812], [-0.262207, 15.549654, 12.035182], [-7.253959, 20.806718, 11.638644], [-6.462396, 19.847426, 7.672426], [-4.645115, 16.779939, 10.387398], [-6.767507, 16.340263, 6.809956], [-1.814596, 21.641544, 4.101194], [4.004234, 14.258809, 12.336782], [3.198757, 23.148086, 10.872132], [-4.932154, 13.203829, 8.672725], [4.351720, 16.480534, 8.846713], [-2.845914, 16.181471, 6.347107], [4.842724, 16.640394, 4.799263], [3.150631, 20.560417, 10.593654], [-1.942519, 15.505509, 3.332250], [-3.530888, 12.289620, 14.383728], [2.575949, 15.707563, 5.307122], [3.598487, 17.763844, 3.606251], [-5.639822, 13.150253, 7.845415], [-0.642912, 17.410731, 18.850039], [-1.454768, 21.687571, 6.268181], [0.727907, 17.402877, 10.195145], [-1.244756, 20.266393, 9.688786], [3.988497, 20.150517, 8.744779], [6.746981, 15.103864, 1.974098], [5.945834, 16.935446, 7.367941], [-1.781449, 21.082734, 9.205415], [-2.507192, 13.947931, 13.758079], [2.768775, 13.626600, 8.206611], [-6.178581, 19.555192, 9.251201], [3.210293, 15.777261, 10.543880], [-2.887037, 17.918525, 13.987918], [6.425776, 15.424879, 2.964996], [-9.351220, 21.396943, 11.221920], [-2.920250, 15.841878, 5.314027], [2.467094, 21.448678, 9.200531], [4.706153, 13.963996, 6.205795], [-1.045501, 18.971132, 13.524722], [-1.441860, 14.313959, 5.448901], [0.767637, 16.601565, 11.744541], [-4.315188, 16.921341, 13.825338], [0.645946, 20.215882, 13.303016], [1.747169, 16.842855, 3.564228], [-4.399217, 12.257464, 8.764843], [-7.334943, 19.223342, 12.893389], [-2.435205, 17.830675, 16.876128], [-3.228497, 20.727772, 13.023639], [-2.504115, 20.612169, 8.538764], [-6.851223, 15.732565, 9.057592], [-0.456621, 12.383409, 9.241063], [0.220458, 16.284637, 12.532108], [0.501270, 22.167688, 13.202439], [-3.643457, 20.195601, 13.879618], [-1.971141, 14.502927, 16.258059], [0.541233, 12.762126, 9.019808], [1.695151, 16.810094, 14.366239], [0.498776, 19.450047, 15.316958], [-6.017288, 19.268869, 12.182536], [-3.866520, 13.546714, 12.822641], [-1.026384, 14.695279, 6.286800], [4.398130, 22.900619, 9.193946], [-1.735465, 18.090794, 10.506332], [5.406980, 21.536148, 11.741347], [5.724659, 16.917757, 8.435121], [-4.703722, 20.468232, 3.379946], [4.793255, 19.867108, 6.836847], [-0.824915, 19.838606, 12.902691], [0.492010, 13.796632, 13.082026], [1.237646, 15.722627, 13.369225], [-0.282935, 15.705472, 19.056687], [2.712278, 16.582992, 3.709599], [-5.566702, 24.554317, 10.836257], [2.283215, 15.343864, 6.202737], [2.406608, 13.861688, 6.022217], [-0.419478, 14.788975, 16.488157], [-3.450023, 20.159205, 12.120450], [2.179769, 13.223484, 7.382794], [-6.006805, 20.839631, 4.553826], [-0.689556, 23.783475, 7.885536], [-0.369044, 17.992000, 2.745927], [4.115125, 22.353052, 10.092924], [5.769559, 17.871198, 4.055539], [-7.887347, 19.423184, 8.509514], [-6.427418, 22.121992, 11.531840], [5.873842, 23.224905, 11.009678], [-1.309637, 20.244607, 5.009387], [-2.492572, 16.019863, 18.121867], [0.995496, 11.728239, 14.626774], [3.044111, 15.623261, 6.805296], [-3.104957, 13.811588, 7.248424], [4.139156, 12.562984, 5.372473], [3.383254, 21.090497, 9.670065], [3.426507, 20.847384, 6.934206], [5.420328, 16.356021, 2.747904], [2.084821, 15.472454, 12.730632], [2.496225, 12.182898, 7.454343], [-5.613194, 23.847191, 9.207383], [-0.807291, 22.040389, 8.563152], [-9.221262, 20.050296, 12.312219], [-8.722914, 20.969100, 12.003123], [-2.154619, 15.032973, 7.014455], [2.456213, 17.400008, 8.499925], [2.111411, 12.073495, 13.377404], [-0.088134, 17.101424, 4.596847], [3.915004, 19.548443, 4.709132], [3.506053, 18.219117, 2.620212], [1.888488, 12.316753, 14.416265], [-4.761438, 19.054778, 4.957940], [0.345432, 22.467758, 6.791943], [-2.489366, 12.976682, 7.583216], [-1.492369, 17.491490, 9.628935], [-6.825423, 19.183143, 8.456672], [1.718656, 13.718320, 14.635237], [-0.348686, 21.693514, 7.118817], [0.317794, 16.804961, 8.181815], [-1.675500, 16.532284, 10.113182], [-6.847066, 16.778534, 9.364219], [2.956609, 16.038657, 2.894665], [6.176250, 21.829486, 10.219963], [0.037104, 17.553523, 9.365571], [-5.305361, 17.642845, 8.098493], [-2.214283, 16.607520, 2.109200], [-4.300074, 21.112506, 4.913464], [5.678951, 14.069457, 12.379719], [2.727964, 11.934692, 14.997133], [-0.642193, 13.835399, 6.651643], [5.922249, 17.908997, 8.843149], [0.777221, 21.436716, 11.737513], [-1.651672, 16.029391, 17.428398], [-8.871402, 21.738748, 12.760539], [0.804302, 17.228442, 14.834726], [-2.736623, 11.468487, 12.037195], [-5.950009, 18.332040, 4.530304], [-6.392697, 17.717718, 8.112506], [1.202634, 11.946799, 9.312885], [2.098331, 20.258205, 14.971100], [-3.683580, 17.432889, 14.551624], [-4.259706, 16.704742, 11.404203], [5.128644, 15.575850, 12.934165], [-0.222342, 14.568538, 14.524583], [-7.065663, 17.301364, 6.896532], [3.756706, 23.829275, 11.366878], [-6.655106, 19.918437, 12.619968], [5.100966, 15.275555, 10.777200], [-2.193058, 17.047096, 6.459208], [7.229133, 15.773522, 3.613975], [2.177818, 17.640771, 13.851352], [0.190911, 20.746475, 7.112140], [2.771766, 22.608932, 11.611792], [-0.207096, 21.652792, 4.607435], [-3.760550, 16.448287, 6.876578], [-4.220522, 18.260416, 15.015314], [-3.644359, 21.733122, 12.957138], [-5.880217, 18.054608, 3.613912], [1.718729, 13.438871, 5.289998], [1.366298, 19.548535, 12.829901], [-0.661515, 15.840615, 2.038569], [0.693027, 14.423338, 13.950897], [-6.938068, 24.776997, 9.808572], [-3.188956, 16.469888, 15.517115], [6.007315, 14.557366, 3.475303], [1.015823, 21.445520, 12.718886], [2.364959, 19.381410, 4.171535], [-4.328322, 15.802264, 10.024199], [-1.386754, 23.373800, 8.490663], [-6.194445, 24.038982, 10.109306], [4.921065, 14.824801, 12.171969], [4.170483, 16.256145, 10.352017], [-6.496174, 17.777437, 6.211602], [-3.755846, 13.616254, 6.396199], [-4.685739, 19.175953, 6.038537], [0.841356, 13.537708, 9.724426], [5.431107, 22.234411, 10.904724], [-1.784056, 20.890388, 13.176828], [-2.201675, 23.165901, 7.931399], [3.144759, 18.780367, 4.639266], [-5.528105, 13.583639, 9.502599], [-1.407201, 11.517277, 13.191969], [-1.292808, 14.683131, 16.984339], [-4.295953, 17.644237, 9.822435], [0.382545, 16.125323, 6.331046], [4.365877, 20.657758, 7.453554], [-7.083197, 22.990657, 10.579907], [4.257071, 17.195778, 10.897620], [0.649729, 21.161321, 15.383141], [-6.025032, 16.939773, 10.561945], [1.015863, 20.286208, 14.846263], [-0.864961, 17.400057, 3.515200], [-1.400957, 16.238091, 2.733802], [-2.122582, 17.655880, 8.754921], [-0.996339, 19.566416, 11.861242], [-5.002495, 20.435229, 4.427679], [-3.808719, 18.553933, 4.785952], [4.109176, 14.116376, 4.599589], [3.691363, 18.308847, 8.539072], [-3.998706, 14.211124, 8.312696], [2.414110, 16.459256, 15.106581], [-1.680472, 15.249315, 7.971787], [0.046303, 22.133521, 9.234572], [-3.965473, 12.812361, 15.061586], [3.426437, 17.388084, 8.219522], [-6.460132, 22.686852, 12.463480], [-7.290670, 20.114174, 10.797734], [-1.402415, 12.600043, 11.887751], [5.040868, 21.490952, 7.649203], [-2.268467, 21.635126, 10.009010], [0.231196, 18.550239, 8.969348], [-3.057837, 13.083225, 13.387705], [-1.192708, 21.326036, 4.938931], [-1.235468, 17.305519, 15.749096], [-2.083250, 12.134731, 12.600524], [-7.834616, 17.105062, 9.690152], [0.788945, 13.202680, 7.748480], [3.911358, 13.614569, 5.546780], [4.285192, 15.473668, 8.434522]], "forces_ev_per_angstrom": [[0.48, 0.43, 0.50], [0.20, -0.52, -0.20], [-0.62, 1.94, 0.77], [-0.43, 0.65, -0.28], [0.56, -0.27, 0.34], [-0.61, 0.90, -0.91], [-0.03, 1.12, 0.73], [-0.08, -0.08, 0.33], [-0.61, -0.52, 0.25], [-0.99, -0.98, 0.07], [-0.05, -0.05, -0.65], [-0.09, -0.23, 0.82], [-0.27, -0.58, -0.51], [-0.94, 0.70, 0.86], [-0.52, 0.59, -0.14], [-0.76, 0.63, -0.10], [0.05, 0.90, -1.32], [-0.13, -1.05, -0.27], [0.40, 0.21, 0.93], [0.32, -1.00, -0.01], [-0.11, -0.49, -0.20], [0.60, -0.43, 0.21], [-1.01, -1.15, 1.90], [0.08, 0.79, -0.97], [0.16, -1.48, 0.64], [-0.26, -0.55, -0.21], [-0.21, 0.09, -0.06], [-1.38, 1.35, 0.12], [-0.25, -0.42, 0.13], [0.05, -0.11, -0.09], [0.60, 0.24, 0.98], [0.39, 0.08, 0.21], [-0.69, 0.10, -0.17], [0.26, -0.50, 0.48], [0.33, 0.15, 0.33], [0.05, 1.01, -0.11], [-0.62, -0.15, 0.66], [-0.72, 0.56, -0.18], [0.40, -0.29, 0.00], [-0.22, -0.79, 0.28], [0.34, -0.22, -0.58], [-0.64, 0.72, -0.21], [-0.38, -0.03, 0.10], [-0.42, 0.25, 0.55], [-0.34, -0.38, -0.09], [0.58, 0.38, -1.36], [-0.24, 1.01, -0.16], [-0.09, -0.15, 0.33], [-0.27, 0.15, 0.60], [-0.61, 0.25, 0.37], [-0.38, -0.20, 0.62], [-0.57, 0.28, 0.46], [-0.26, 0.54, -0.17], [1.82, -0.57, 0.07], [-0.11, 0.33, -0.16], [0.00, -0.19, -0.05], [-0.25, 0.49, -0.61], [-0.45, 0.55, -1.29], [-0.17, 0.46, -0.45], [-0.07, 0.09, 0.03], [-0.17, -0.68, -0.29], [1.14, -0.37, 2.01], [-0.21, -0.47, -0.17], [0.46, -0.22, 0.27], [0.73, 0.32, -0.44], [-0.06, -0.39, -0.75], [0.75, -2.70, -2.80], [-0.19, 0.26, -0.16], [-0.31, 0.84, -0.35], [-0.18, 0.61, 0.37], [1.48, 0.25, 0.71], [-0.37, 0.12, -0.28], [0.49, -0.13, 0.61], [-1.07, -0.32, 1.36], [-0.69, 0.02, -0.29], [0.86, -0.06, 1.18], [0.25, -0.04, -0.35], [0.37, 0.17, -1.20], [0.05, -0.57, 0.51], [-0.42, -1.67, -0.38], [2.53, 0.58, 1.19], [0.43, -0.21, -0.01], [-0.10, -0.01, -0.22], [-0.53, -1.40, 0.76], [0.03, -0.51, 0.15], [-0.49, 1.21, -0.24], [0.35, 0.76, 0.04], [1.52, 0.11, 0.56], [0.15, 0.44, -0.15], [0.05, -0.57, 0.54], [-1.93, -0.84, -1.53], [-0.45, 0.11, 0.99], [0.70, -0.39, -0.97], [-0.35, -0.70, -0.05], [-0.20, 0.11, 0.45], [-0.16, 0.33, 0.60], [-0.50, 1.93, 1.24], [-0.24, -0.19, 0.04], [0.16, -0.20, -0.75], [0.04, 1.00, -0.23], [-1.07, 0.44, -0.38], [0.37, -0.40, 0.29], [0.16, -0.42, -0.73], [0.14, -0.80, 0.13], [0.17, -0.17, -0.49], [0.31, -0.12, 0.07], [-0.65, 1.53, 0.08], [-2.08, -0.47, 3.15], [-0.56, -1.20, 0.06], [0.16, 0.34, -0.43], [1.35, -0.89, 1.06], [0.41, -0.05, 0.40], [0.35, 0.09, -0.14], [-0.55, 0.32, -0.47], [-1.45, 0.46, 0.12], [0.36, 0.18, -0.05], [-0.13, -0.47, -0.21], [1.52, -0.78, 2.09], [1.95, -0.20, -1.05], [0.55, -0.12, 1.00], [0.38, -0.50, 0.97], [0.32, -0.98, 0.40], [-0.36, -0.67, -0.66], [1.17, 1.49, -0.40], [0.00, -0.58, -0.16], [0.23, -0.61, -0.13], [-1.32, 0.72, -3.91], [0.18, 0.19, -0.36], [-0.02, 0.28, -0.41], [0.01, 0.32, 0.12], [0.32, 0.03, -0.51], [-0.16, 0.40, 0.25], [0.62, -0.07, 0.71], [0.11, 0.23, -0.08], [-0.22, 0.39, -0.15], [-0.11, -0.45, 1.05], [0.21, -0.23, 0.63], [0.06, -0.09, 0.24], [0.20, -0.27, -0.10], [0.89, -0.66, 0.79], [-2.11, 0.34, 3.23], [0.21, -0.54, -0.27], [-0.12, -0.25, -0.03], [0.64, -0.25, 0.42], [0.33, 0.83, 0.13], [-0.55, 0.50, -0.26], [0.02, -0.04, 0.18], [0.97, -0.22, 0.82], [-0.14, 0.35, -0.04], [0.82, -0.64, 1.53], [0.44, -0.42, 1.92], [0.06, 0.17, -0.57], [0.30, 0.36, -0.28], [-0.03, -0.05, -0.25], [0.03, -0.43, -0.19], [-0.23, -0.42, 0.18], [0.42, -0.32, 0.25], [-0.32, -0.29, -0.45], [-0.30, -0.19, 0.34], [0.09, -0.15, 0.02], [0.31, 0.10, -0.05], [-0.10, 0.32, -0.04], [-0.55, -1.02, 0.20], [0.04, -0.55, 0.32], [1.25, -0.93, -0.78], [0.21, 0.36, -0.19], [0.52, 0.29, -0.31], [-0.01, -0.34, 0.09], [0.78, 1.80, -0.27], [-0.57, -0.34, 0.18], [-0.23, 0.09, -1.00], [0.04, -0.41, 0.28], [-2.03, 0.59, -0.25], [0.95, -0.39, -1.27], [0.12, -0.66, -0.08], [-0.68, -0.08, -0.87], [0.36, -0.44, -0.51], [-0.99, -0.62, 0.41], [-0.46, 0.39, 0.35], [0.47, -1.06, -2.25], [0.42, 0.64, 0.38], [-0.41, 0.85, -0.43], [0.58, 1.41, -0.75], [0.48, -0.43, 0.41], [-0.47, 0.20, 0.68], [-0.75, 0.35, -0.22], [0.79, -0.34, 0.12], [-0.04, 2.32, 0.11], [-0.96, -0.27, 1.08], [1.84, 0.04, -0.09], [0.06, 0.19, 0.25], [-0.15, 0.30, -0.47], [-1.53, -0.25, -0.95], [-1.19, -0.60, -1.17], [-0.44, -0.18, 0.90], [-0.94, -0.24, -0.70], [0.30, 0.10, 0.16], [0.74, -0.15, -0.21], [2.01, 0.96, -0.59], [-0.04, 0.07, -1.04], [-0.38, 0.12, -0.05], [0.40, 0.50, -0.32], [0.90, -0.01, -0.03], [-0.17, -0.22, 0.08], [-0.97, 0.60, 0.65], [0.44, -0.25, -0.23], [-0.11, 0.04, 0.05], [-0.15, 0.81, 0.08], [0.69, -0.53, 0.38], [0.30, 1.38, -1.14], [-0.33, 0.55, -0.17], [-0.11, 0.14, -0.84], [-0.30, -0.08, -0.04], [0.14, 0.88, 0.83], [2.35, 0.45, -1.25], [0.76, -1.50, -0.05], [0.03, -0.22, -0.74], [-0.89, 0.52, -0.73], [-0.06, -0.26, -0.17], [-0.03, 0.40, -1.90], [-0.84, -0.61, -0.26], [-0.54, -0.36, -0.23]], "lowdin_charge": [0.108, 0.072, -0.211, 0.070, 0.068, -0.053, -0.204, 0.079, 0.065, -0.427, 0.061, -0.126, 0.064, 0.084, 0.068, 0.037, -0.093, -0.447, -0.017, 0.109, 0.123, 0.047, -0.058, 0.019, -0.364, 0.083, 0.074, -0.194, 0.071, 0.041, -0.246, 0.096, 0.073, -0.048, 0.082, 0.125, 0.060, 0.110, 0.057, -0.110, 0.074, 0.088, 0.110, 0.079, 0.083, 0.114, 0.036, 0.078, -0.408, 0.051, 0.088, 0.063, 0.125, -0.072, 0.081, 0.099, 0.090, 0.073, 0.085, 0.062, 0.045, -0.125, -0.028, 0.048, 0.050, 0.107, 0.027, 0.122, 0.043, 0.083, -0.053, 0.076, 0.072, -0.154, 0.105, -0.426, 0.082, 0.034, 0.084, 0.040, -0.302, 0.045, 0.071, -0.163, 0.088, 0.062, 0.098, -0.453, 0.123, 0.090, -0.158, 0.076, 0.086, 0.132, 0.080, 0.056, -0.126, 0.075, -0.159, 0.085, -0.173, 0.105, 0.128, 0.077, -0.428, 0.075, -0.062, -0.456, 0.046, 0.075, -0.353, 0.065, 0.137, -0.092, -0.280, 0.117, 0.119, -0.090, -0.049, -0.186, -0.213, -0.381, 0.060, -0.118, 0.087, 0.062, -0.358, 0.090, 0.068, 0.063, 0.079, 0.088, 0.079, 0.082, 0.069, -0.439, 0.077, 0.044, 0.066, -0.106, -0.409, 0.088, 0.075, -0.075, 0.076, 0.088, 0.104, 0.060, 0.067, 0.036, -0.190, 0.080, 0.092, 0.061, 0.121, 0.032, 0.086, 0.080, 0.083, 0.082, 0.094, 0.148, 0.112, 0.070, -0.181, 0.080, -0.182, 0.068, 0.023, 0.079, 0.073, 0.046, -0.100, -0.063, -0.191, 0.016, 0.132, 0.096, 0.090, -0.055, -0.213, 0.065, -0.055, 0.085, 0.066, 0.060, 0.073, 0.629, -0.065, -0.201, 0.131, 0.072, -0.211, -0.034, -0.475, -0.103, 0.070, 0.087, -0.086, 0.092, 0.049, 0.036, -0.236, 0.082, 0.129, 0.118, 0.095, 0.083, 0.130, 0.093, 0.042, 0.087, 0.079, 0.082, -0.338, -0.095, 0.101, -0.061, 0.118, -0.219, -0.031, 0.106]}